No. 1
# C42H59P3PdSeSi

C42H59P3PdSeSi as an isolated structure (the ωB97M-V functional and the def2-TZVPD basis, the Open Molecules 2025 dataset).

```
107
Properties=species:S:1:pos:R:3:forces:R:3
Pd 0.402732 -0.779826 -0.079976 0.764 1.264 -0.735
C -3.872856 -1.694082 -2.140765 0.075 0.020 0.223
C -2.546176 -2.344354 -2.524138 0.342 0.015 0.410
C -2.640964 -2.974385 -3.908690 0.189 0.014 0.119
P -1.158635 -1.128208 -2.072280 0.873 -0.016 -0.283
C 0.322982 -1.405731 -3.193064 -0.167 -0.057 0.087
C 0.902516 -2.767271 -2.817871 0.073 0.205 0.282
C 0.153227 -1.240505 -4.695478 0.008 0.153 0.164
C -1.739634 0.492215 -2.662706 -0.151 -0.111 0.023
C -2.454807 0.635469 -3.848355 0.008 0.073 -0.015
C -2.878079 1.882996 -4.265864 -0.097 0.016 -0.137
C -2.650976 2.988278 -3.465098 -0.001 0.112 0.018
C -1.959207 2.842892 -2.275673 -0.025 0.203 -0.085
C -1.454347 1.613202 -1.882487 0.363 -0.300 0.488
Si -0.239749 1.458760 -0.407464 -0.023 -0.006 -0.966
C -0.980823 2.370336 1.099343 0.259 -0.675 -0.355
C -0.518264 3.573050 1.609001 0.175 0.202 -0.001
C -1.104039 4.138874 2.728529 0.004 0.105 0.039
C -2.141206 3.485558 3.371829 -0.078 -0.079 0.063
C -2.597206 2.269368 2.887468 0.050 0.178 0.162
C -2.024134 1.709762 1.754511 -0.246 -0.168 -0.184
P -2.503108 0.132864 0.962260 -0.573 -0.335 1.253
C -4.354285 -0.062500 1.301362 0.253 0.016 -0.284
C -4.937146 -0.356384 2.679673 0.181 -0.097 -0.102
C -5.015177 1.169323 0.683514 0.034 -0.130 -0.126
C -1.612702 -1.108536 2.059806 -0.162 0.207 -0.466
C -1.616897 -0.915169 3.567573 0.194 0.019 -0.134
C -2.046746 -2.504184 1.624410 0.115 -0.006 -0.082
C 1.282955 2.486536 -0.986306 -0.213 -0.706 0.274
C 1.150044 3.825988 -1.316469 -0.019 0.275 0.032
C 2.232545 4.577963 -1.733011 -0.024 0.128 -0.012
C 3.482584 3.992078 -1.826204 0.131 0.064 -0.064
C 3.639672 2.656663 -1.506597 -0.026 0.070 -0.052
C 2.547259 1.900196 -1.086918 0.079 0.002 -0.215
P 2.720536 0.154910 -0.605987 -0.237 0.319 1.398
C 4.219382 -0.445447 -1.557659 -0.776 -0.323 -0.132
C 3.944333 -0.319779 -3.053542 0.057 0.163 0.102
C 4.465473 -1.898659 -1.168207 -0.015 0.014 0.029
C 3.375405 0.353072 1.140110 -0.012 -0.131 0.016
C 2.311239 1.080655 1.955251 -0.161 -0.219 -0.143
C 4.705249 1.080736 1.288385 -0.099 -0.105 -0.031
H -4.642801 -2.449502 -1.992518 -0.054 -0.103 0.010
H -4.216525 -1.007818 -2.910315 -0.031 0.063 -0.037
H -3.754713 -1.128063 -1.217751 -0.161 0.057 0.021
H -2.361677 -3.164318 -1.813042 0.002 0.161 -0.086
H -2.810863 -2.240472 -4.690522 0.014 0.055 -0.117
H -3.488777 -3.659855 -3.915751 -0.075 -0.058 0.000
H -1.753041 -3.550554 -4.150425 0.074 -0.043 -0.118
H 1.012050 -0.613809 -2.835677 -0.340 -0.315 -0.144
H 0.205399 -3.566611 -3.063249 -0.012 -0.134 -0.037
H 1.084492 -2.794165 -1.736910 0.068 -0.235 -0.240
H 1.841352 -2.963314 -3.334343 0.077 -0.032 -0.087
H -0.454460 -2.031916 -5.121596 -0.074 -0.071 -0.110
H 1.133693 -1.279050 -5.171349 0.077 -0.017 -0.074
H -0.295351 -0.277026 -4.930647 0.005 0.006 -0.125
H -2.668626 -0.220952 -4.467953 -0.002 -0.079 -0.038
H -3.389336 1.991207 -5.212095 -0.070 0.003 -0.038
H -2.992932 3.963863 -3.777389 -0.098 0.088 0.005
H -1.812242 3.701394 -1.639107 0.024 0.207 0.039
H 0.296678 4.083475 1.118645 0.148 0.084 0.015
H -0.752538 5.088023 3.105464 0.065 0.085 0.017
H -2.587298 3.911347 4.260957 -0.013 0.035 0.011
H -3.381608 1.756390 3.417519 -0.078 -0.044 0.029
H -4.606196 -0.932627 0.676678 0.064 0.148 0.043
H -4.824976 0.477776 3.365120 -0.017 0.036 0.113
H -4.485053 -1.238636 3.122653 -0.025 -0.065 0.098
H -6.006101 -0.549116 2.569821 -0.056 0.008 0.028
H -4.816239 2.050424 1.291544 -0.055 0.087 0.015
H -6.093967 1.031723 0.609354 -0.070 0.028 0.000
H -4.619541 1.359735 -0.315955 -0.045 0.069 -0.080
H -0.556608 -0.972717 1.694075 -0.420 -0.149 0.537
H -2.609813 -1.014077 3.994752 -0.143 0.031 0.028
H -1.222866 0.065455 3.828343 0.014 0.065 0.125
H -0.980569 -1.671413 4.031627 0.009 0.002 0.000
H -3.046194 -2.754761 1.977488 -0.161 0.089 0.075
H -1.352365 -3.254456 2.008328 -0.006 0.026 -0.104
H -2.041380 -2.550840 0.529342 0.012 -0.231 0.137
H 0.181798 4.293362 -1.244072 -0.121 0.165 -0.027
H 2.102144 5.620801 -1.980593 -0.014 0.103 -0.055
H 4.334118 4.572967 -2.153166 0.038 0.030 -0.004
H 4.622004 2.215216 -1.588403 0.057 -0.065 -0.010
H 5.090219 0.159627 -1.290845 -0.204 0.097 0.118
H 3.155879 -1.009313 -3.344784 -0.077 -0.090 -0.100
H 4.840635 -0.563016 -3.623514 0.039 -0.038 -0.048
H 3.631224 0.691395 -3.313123 0.008 -0.017 -0.144
H 3.546861 -2.477531 -1.282607 0.113 -0.067 0.078
H 4.785761 -1.977571 -0.130954 -0.040 -0.134 0.064
H 5.231940 -2.341183 -1.803079 0.123 0.012 -0.056
H 3.487900 -0.670052 1.523059 -0.167 0.078 -0.110
H 2.211511 2.111243 1.617588 -0.020 0.138 0.028
H 2.560515 1.085315 3.014988 0.048 -0.020 0.075
H 1.335217 0.591007 1.827471 0.108 0.143 0.174
H 4.654999 2.070292 0.839057 0.092 0.130 -0.018
H 5.535769 0.526932 0.856558 0.097 -0.009 -0.062
H 4.907044 1.208108 2.352799 0.096 0.017 0.019
Se 1.490374 -2.870776 0.915020 0.197 -1.142 -0.533
C 1.893307 -3.002891 2.771829 -0.198 0.493 -0.340
C 1.726810 -1.931888 3.642463 0.027 -0.022 -0.032
C 2.060034 -2.064331 4.976991 -0.011 0.060 0.217
C 2.539719 -3.269418 5.461261 0.051 0.023 0.284
C 2.705566 -4.341094 4.598066 0.031 0.030 0.142
C 2.395458 -4.207242 3.261079 -0.071 -0.006 -0.169
H 1.336564 -0.994523 3.272280 0.003 -0.007 0.000
H 1.940005 -1.219098 5.643056 -0.029 0.011 0.057
H 2.779491 -3.375447 6.509585 0.041 0.003 0.069
H 3.079665 -5.283299 4.973564 0.033 -0.068 0.009
H 2.534269 -5.037493 2.585494 -0.015 -0.075 -0.104
```
Positions in Å, forces in eV/Å.

Frontier orbital gap = 5.84 eV
Spin multiplicity = 1
Largest force on an atom = 1.650 eV Å⁻¹
HOMO energy = -6.4 eV

---

No. 2
# C42H60BeN5O6

C42H60BeN5O6 as an isolated structure (the ωB97M-V functional and the def2-TZVPD basis, the Open Molecules 2025 dataset).

```
114
Properties=species:S:1:pos:R:3:forces:R:3
Be -0.719588 0.215546 -3.685149 1.253 -0.147 4.636
C 0.077860 -0.852756 0.863463 -0.558 0.461 0.687
C -0.635965 0.218850 0.013418 0.045 -0.339 -0.805
O -0.876541 -0.143874 -1.318008 0.267 -0.567 -2.430
H 0.372847 -0.360208 1.795327 0.337 0.075 -0.057
H 0.967089 -1.288182 0.408445 -0.103 0.000 -0.154
H -0.593330 -1.611891 1.270363 -0.072 -0.352 -0.637
H -0.011294 1.112886 0.129446 -0.148 0.353 -0.144
H -1.632345 0.394740 0.432746 0.111 0.348 0.614
N -1.085441 -2.470922 -3.541819 -0.255 0.302 -0.259
C -1.280559 -3.198918 -2.434027 0.292 -0.038 0.331
C -1.323703 -4.581094 -2.454498 -0.043 -0.935 -1.170
C -1.194373 -5.270557 -3.672832 1.039 0.772 0.443
C -0.904213 -4.521590 -4.822429 -0.893 -0.715 0.796
C -0.917754 -3.158598 -4.688361 -0.187 1.258 -0.233
H -1.336251 -2.730322 -1.460392 -0.121 0.700 -0.285
H -1.439109 -5.168851 -1.554935 -0.116 0.258 0.181
H -1.146290 -6.350329 -3.659854 -0.290 -0.051 -0.190
H -0.809307 -4.962797 -5.803632 0.155 -0.070 0.040
H -0.830708 -2.541018 -5.572932 0.234 -0.022 -0.061
N 1.235164 -5.263881 2.938941 -0.813 -0.226 -1.171
C 1.925374 -6.246743 2.326917 0.153 0.759 0.673
C 2.169692 -6.316527 0.956838 -1.053 -0.673 0.604
C 1.543515 -5.378152 0.154601 -0.071 0.038 0.074
C 0.711123 -4.440059 0.735282 -0.551 0.249 0.920
C 0.533337 -4.434555 2.141176 1.513 -0.529 -0.322
H 2.275382 -6.964125 3.057810 0.430 -0.287 -0.385
H 2.564737 -7.231478 0.537998 0.568 0.222 -0.022
H 1.641408 -5.427168 -0.922164 0.045 0.033 -0.055
H 0.170505 -3.745667 0.106648 -0.047 0.115 0.096
H -0.092959 -3.758167 2.706400 -0.181 0.302 -0.452
N -1.904695 2.544613 -3.351069 0.871 -1.244 -0.733
C -2.030978 3.448630 -4.345825 -1.183 0.457 0.989
C -2.997279 4.453556 -4.224708 1.004 -0.687 -0.533
C -3.747559 4.529477 -3.074227 -0.644 0.742 -0.029
C -3.556016 3.671804 -2.009799 0.925 0.345 -1.032
C -2.589729 2.678533 -2.213825 -1.192 0.154 0.558
H -1.392855 3.404425 -5.216188 0.055 -0.357 0.018
H -3.162007 5.161956 -5.023815 0.113 -0.011 -0.048
H -4.487535 5.319657 -3.061101 -0.115 -0.051 0.367
H -4.094435 3.846347 -1.090994 0.124 -0.366 0.132
H -2.505014 1.965407 -1.403491 0.726 -0.450 -0.374
N 2.012849 5.110556 3.140609 -1.039 0.047 0.453
C 1.174438 4.400177 3.942593 1.614 0.698 -0.948
C 0.867413 3.088896 3.686134 -0.398 -0.152 1.091
C 1.396356 2.466478 2.580622 0.343 -0.442 -0.980
C 2.242472 3.175136 1.753188 0.390 1.138 0.011
C 2.496421 4.524307 2.052588 -0.205 -0.559 0.704
H 0.828605 4.887170 4.843402 -0.049 0.130 -0.032
H 0.312373 2.598888 4.475609 -0.311 -0.401 -0.402
H 1.187347 1.449530 2.275227 -0.090 -0.128 0.535
H 2.790905 2.730428 0.934066 -0.293 -0.214 -0.134
H 3.147586 5.151459 1.456804 0.105 -0.143 -0.175
N -4.570339 5.014614 1.802030 0.674 0.288 0.144
C -3.811262 6.115479 1.996008 0.381 -1.184 -0.846
C -2.432687 6.042199 2.159129 -0.113 -0.171 -0.285
C -1.804855 4.802914 2.113934 0.064 0.339 -0.469
C -2.566956 3.667073 1.868112 0.038 0.098 0.827
C -3.936335 3.818801 1.782985 -0.828 1.097 -0.341
H -4.219328 7.101911 1.820653 -0.633 -0.106 0.409
H -1.875191 6.968501 2.179016 0.168 -0.074 0.303
H -0.725616 4.765001 2.159459 0.025 -0.150 0.117
H -2.144032 2.671224 1.869905 0.158 0.013 -0.190
H -4.593761 2.980278 1.592549 0.079 -0.152 0.289
C 3.066118 -2.969707 5.630871 -0.015 -0.457 -0.715
C 2.072018 -1.838019 5.687848 -0.591 0.896 1.268
O 1.971718 -1.206522 6.713586 0.135 0.100 0.257
C 1.173723 -1.468107 4.519622 1.426 -0.768 -0.030
H 3.096156 -3.480366 6.590899 -0.004 0.139 0.019
H 4.064405 -2.592403 5.400631 -0.020 0.267 0.136
H 2.852568 -3.697225 4.845096 -0.245 -0.043 0.055
H 1.856465 -1.735037 3.709352 -0.873 0.055 -0.807
H 0.913440 -0.413355 4.488793 0.100 -0.034 0.268
H 0.277327 -2.083591 4.592265 0.052 -0.115 -0.394
C 3.196836 -2.600254 -4.596320 -0.127 1.283 -0.426
C 2.136385 -1.948584 -3.746836 -0.048 -0.216 -0.254
O 1.379118 -1.125482 -4.254520 -0.262 0.183 0.119
C 2.040121 -2.339922 -2.297322 -0.386 1.041 -0.502
H 3.220009 -3.685074 -4.531217 0.115 0.066 0.103
H 4.142600 -2.132785 -4.310303 0.208 -0.477 0.381
H 3.069674 -2.221181 -5.610491 -0.217 -0.502 -0.155
H 1.734630 -3.383911 -2.228830 -0.123 0.036 0.133
H 1.308753 -1.622503 -1.918046 -0.221 -0.468 0.575
H 2.983937 -2.204605 -1.769912 0.110 -0.176 -0.200
C -4.993452 1.055197 -0.287039 0.612 -0.041 -0.501
C -6.124623 0.522338 0.541552 0.224 -0.802 0.801
O -6.087985 0.427450 1.748834 0.292 0.334 -0.303
C -7.341399 0.069725 -0.196644 -1.087 -0.659 -0.159
H -5.069155 2.142645 -0.296699 -0.236 -0.053 -0.425
H -5.037625 0.609140 -1.280744 -0.242 0.497 -0.225
H -3.969229 0.846693 0.027289 -0.248 -0.220 0.777
H -7.796427 -0.793756 0.291544 0.250 0.048 0.367
H -7.208762 -0.255586 -1.227722 0.235 0.503 -0.105
H -8.122829 0.828773 -0.122903 0.128 0.211 -0.269
C 1.018512 3.376426 -1.693743 0.706 -0.125 -0.623
C 1.905353 2.399806 -2.452150 -1.451 -0.102 0.345
O 1.358883 1.588108 -3.188622 0.150 -0.415 -0.397
C 3.384682 2.431543 -2.283594 0.191 -0.607 0.260
H 0.322589 2.790010 -1.094299 -0.005 0.133 0.067
H 0.462121 3.904474 -2.469287 -0.176 0.117 0.184
H 1.593526 4.084027 -1.100686 -0.149 -0.050 0.120
H 3.792115 3.167298 -2.977959 0.174 0.036 0.118
H 3.799976 1.442514 -2.476513 -0.017 0.083 -0.433
H 3.670249 2.656898 -1.256294 -0.101 0.461 -0.077
C 4.455088 -0.745958 0.376029 -0.142 -0.225 -0.501
C 4.381642 -1.371443 1.750629 0.598 0.686 0.446
O 4.853334 -0.812218 2.716124 -0.223 -0.145 -0.201
C 3.699406 -2.690972 1.853307 -0.790 -0.860 0.498
H 3.539410 -0.982392 -0.169409 -0.037 0.161 -0.023
H 5.272813 -1.193235 -0.194472 0.053 -0.187 0.092
H 4.635923 0.327228 0.365100 -0.089 -0.019 0.402
H 4.012948 -3.431459 1.116760 0.019 0.178 -0.190
H 2.615358 -2.570599 1.773334 -0.021 0.235 -0.590
H 3.754912 -3.153095 2.838705 0.661 0.220 0.058
```
Positions in Å, forces in eV/Å.

Frontier orbital gap = 5.19 eV
Total charge = +1
Spin multiplicity = 1
Largest force on an atom = 4.805 eV Å⁻¹
HOMO energy = -10.7 eV
ΔE to the lowest compared entry with this formula, charge and spin = 73.5 kJ/mol